The following is a quantum chemistry calculation of an isolated molecule of C9H18N2O3, from the Open Molecules 2025 dataset.

Last column: Löwdin charge in e.
Geometry (Å):
C: -1.91 2.23 0.07  -0.0784
C: -2.63 0.88 0.26  -0.2104
C: -1.88 -0.40 -0.34  -0.3219
C: -2.94 -1.45 -0.52  -0.0915
C: -0.76 -0.96 0.50  -0.2855
N: -0.66 -0.44 1.87  0.0572
C: 0.56 -1.16 -0.25  -0.4531
O: 0.67 -1.79 -1.29  0.0706
N: 1.61 -0.52 0.36  0.1134
C: 2.72 -0.15 -0.54  -0.2643
C: 2.22 1.13 -1.28  -0.0194
C: 4.02 -0.04 0.15  -0.4614
O: 4.52 1.08 0.31  0.0868
O: 4.56 -1.17 0.62  0.1358
H: -1.90 2.46 -1.03  0.0852
H: -1.04 2.23 0.60  0.0209
H: -2.62 3.12 0.34  0.0992
H: -3.54 0.65 -0.33  0.1054
H: -2.82 0.50 1.24  0.0755
H: -1.52 -0.04 -1.42  0.1810
H: -3.32 -1.88 0.40  0.0978
H: -3.79 -1.20 -1.02  0.0438
H: -2.53 -2.36 -0.92  0.0832
H: -0.97 -2.04 0.62  0.1415
H: -0.33 -1.03 2.61  0.0823
H: -1.55 -0.07 2.18  0.0605
H: 1.40 -0.04 1.23  0.1297
H: 2.76 -0.92 -1.26  0.1269
H: 3.04 1.59 -1.89  0.0928
H: 1.28 0.91 -1.87  0.0972
H: 1.99 1.86 -0.50  0.0777
H: 5.35 -0.98 1.12  0.1214

Its total energy is -688.936359 a.u. Its spin multiplicity is 1. The LUMO energy is 0.681 eV. Its HOMO energy is -0.3440 hartree. The value obtained for the relative energy (zero: lowest compared OMol25 entry of this formula, charge and spin) is 202.9 kJ/mol.


The following is a quantum chemistry calculation of a cluster of 2 separate species, C2H6N4 in total, from the Open Molecules 2025 dataset.

Last column: Löwdin charge in e.
Geometry (Å):
C: 0.88 -1.55 -1.60  0.1093
C: -0.26 1.22 1.70  -0.1494
N: -1.42 -0.70 1.77  0.0263
N: 0.48 -0.32 -3.58  0.0174
N: 0.81 -0.79 -2.50  -0.2295
N: -0.57 -0.07 1.21  -0.1541
H: 1.18 -1.66 -0.65  0.0004
H: 0.80 1.20 1.85  0.0715
H: -0.78 1.64 2.54  0.0649
H: -0.50 1.92 0.90  0.0878
H: -1.75 -0.40 2.76  0.0817
H: 1.11 -0.49 -4.40  0.0736

Its total energy is -298.627107 a.u. Its spin multiplicity is 1. The LUMO energy is 0.964 eV. Its HOMO energy is -0.3111 hartree. The value obtained for the relative energy (zero: lowest compared OMol25 entry of this formula, charge and spin) is 582.3 kJ/mol.